(1)
# C20H39CoN4O4

A molecular structure, C20H39CoN4O4 (ωB97M-V/def2-TZVPD, the Open Molecules 2025 dataset).

The geometry in XYZ format:
```
68
C20H39CoN4O4 | the Open Molecules 2025 dataset | ωB97M-V/def2-TZVPD
Co -0.556 -0.401 -0.797
C -1.462 -0.438 2.838
C -1.388 -1.591 1.841
C -0.080 -2.427 1.954
C 1.369 -1.867 1.833
C 1.824 -0.940 2.947
C 2.319 -3.048 1.678
N 1.376 -1.081 0.515
C 2.568 -0.548 -0.234
C 2.170 -0.415 -1.712
N 0.881 0.305 -2.003
C 0.332 -0.213 -3.309
C -1.171 0.039 -3.329
O -1.805 0.325 -4.293
O -1.737 -0.106 -2.114
C 1.016 1.834 -2.176
C 2.366 2.426 -1.771
C -0.200 2.620 -1.673
C -0.587 2.614 -0.198
C -1.610 3.727 0.033
C 0.577 2.832 0.767
N -1.143 1.242 0.157
C -2.625 1.119 0.262
C -3.036 -0.356 0.362
N -1.850 -1.270 0.411
C -2.178 -2.557 -0.281
C -0.935 -3.119 -0.941
O -0.710 -4.274 -1.114
O -0.096 -2.138 -1.329
H -1.268 -0.853 3.827
H -2.452 0.010 2.877
H -0.728 0.357 2.711
H -2.157 -2.295 2.175
H -0.152 -3.286 1.283
H -0.123 -2.866 2.953
H 1.717 -1.442 3.908
H 1.255 -0.012 2.994
H 2.878 -0.688 2.830
H 2.231 -3.689 2.554
H 3.357 -2.723 1.619
H 2.075 -3.650 0.800
H 0.803 -0.253 0.738
H 0.891 -1.727 -0.174
H 3.372 -1.279 -0.168
H 2.894 0.373 0.241
H 2.047 -1.423 -2.101
H 2.995 0.037 -2.257
H 0.478 -1.289 -3.357
H 0.822 0.254 -4.160
H 0.972 1.976 -3.255
H 2.660 2.262 -0.739
H 2.304 3.504 -1.916
H 3.169 2.083 -2.421
H -1.084 2.337 -2.247
H -0.003 3.657 -1.953
H -1.109 4.684 -0.111
H -2.002 3.720 1.049
H -2.438 3.687 -0.672
H 1.149 3.719 0.502
H 1.270 1.986 0.780
H 0.199 2.978 1.782
H -0.830 1.105 1.115
H -3.070 1.544 -0.632
H -2.966 1.691 1.124
H -3.570 -0.610 -0.546
H -3.704 -0.545 1.203
H -2.893 -2.349 -1.076
H -2.618 -3.286 0.398
```

Results
Strongest force on any atom: 0.0049 hartree/bohr
Energy relative to the best compared isomer or geometry (same formula, charge and spin): 0.000 eV
E_HOMO (spin up / spin down): -16.1 / -16.1 eV
Orbital gap (spin up / spin down): 8.452 / 8.451 eV
Total charge: +2
Lowest unoccupied orbital energy (spin up / spin down): -7.62 / -7.62 eV

Atomic partial charges in e from the Löwdin method, atoms 1 to 8: Co 0.608; C -0.013; C -0.252; C -0.050; C -0.463; C 0.005; C 0.006; N 0.069


(2)
# C5H13NO

C5H13NO in the gas phase in a non-equilibrium geometry (ωB97M-V/def2-TZVPD, the Open Molecules 2025 dataset).

The geometry in XYZ format:
```
20
C5H13NO | the Open Molecules 2025 dataset | ωB97M-V/def2-TZVPD
C -1.453 -1.050 -0.577
C -0.887 0.305 -0.293
C -1.631 1.036 0.953
C 0.645 0.378 -0.188
N 1.137 -0.028 -1.626
C 1.487 -0.438 0.912
O 2.803 -0.226 0.822
H -1.489 -1.733 0.212
H -0.954 -1.340 -1.486
H -2.510 -0.800 -0.796
H -1.146 0.937 -1.174
H -1.695 2.069 1.284
H -1.168 0.636 1.848
H -2.647 0.817 0.785
H 0.887 1.360 -0.046
H 2.162 -0.010 -1.452
H 0.905 0.819 -2.187
H 1.160 -0.368 1.945
H 1.141 -1.487 0.789
H 3.254 -0.878 0.274
```

Results
Strongest force on any atom: 0.1011 hartree/bohr
Energy relative to the best compared isomer or geometry (same formula, charge and spin): 2.379 eV
E_HOMO: -9.6 eV
SMILES string: CC(C)[C@H](N)CO
Orbital gap: 10.509 eV
Total charge: 0
Lowest unoccupied orbital energy: 0.86 eV

Atomic partial charges in e from the Löwdin method, atoms 1 to 8: C -0.083; C -0.382; C -0.044; C -0.286; N 0.026; C -0.278; O -0.030; H 0.060